ORCA calculation (ωB97M-V with the def2-TZVPD basis set) on C29H24HgN9O2S2 as an isolated structure.

## Properties
highest occupied orbital energy (alpha / beta)	0.19 / -1.39	eV
M	795.3	g/mol
energy	-73813.7726	eV
relative energy (zero: lowest compared OMol25 entry of this formula, charge and spin)	34.0	kcal per mole

```
! wB97M-V def2-TZVPD RIJCOSX def2/J DEFGRID3
* xyz -2 2
Hg 0.231 0.937 -0.374
C -3.436 2.563 2.306
C -2.511 1.526 1.723
N -1.223 1.614 1.823
N -0.660 2.442 2.668
C 0.428 3.097 2.396
N 1.182 3.557 3.469
S 0.829 3.635 0.838
C -3.042 0.323 1.120
C -4.344 0.187 0.610
C -4.767 -1.058 0.190
C -3.900 -2.139 0.276
C -2.617 -1.901 0.751
N -2.209 -0.725 1.161
H -2.909 3.513 2.371
H -3.747 2.281 3.314
H -4.317 2.679 1.681
H 1.144 2.926 4.261
H 2.127 3.768 3.179
H -4.998 1.041 0.501
H -5.770 -1.193 -0.205
H -4.204 -3.132 -0.023
H -1.882 -2.693 0.816
N 3.084 -2.622 -0.692
C 2.619 -1.719 -1.620
N 1.398 -1.578 -1.939
C 0.437 -2.364 -1.346
N -0.834 -2.036 -1.493
N -1.094 -0.753 -1.648
C -2.234 -0.362 -2.168
C -2.649 0.980 -2.079
C -3.890 1.411 -2.613
C -4.266 2.721 -2.502
C -3.409 3.628 -1.862
C -2.219 3.136 -1.348
N -1.847 1.876 -1.438
C 0.841 -3.470 -0.512
C -0.034 -4.418 0.029
C 0.396 -5.299 1.010
C 1.705 -5.265 1.457
C 2.608 -4.369 0.892
C 2.187 -3.486 -0.088
H 3.954 -2.430 -0.220
H 3.369 -1.118 -2.119
H -2.884 -1.078 -2.675
H -4.533 0.683 -3.092
H -5.217 3.065 -2.900
H -3.670 4.673 -1.764
H -1.528 3.799 -0.836
H -1.059 -4.424 -0.314
H -0.305 -6.000 1.452
H 2.033 -5.913 2.258
H 3.633 -4.325 1.234
O 3.405 -0.008 2.278
C 2.946 0.159 1.142
O 1.785 -0.186 0.782
C 3.917 0.726 0.097
C 5.260 0.593 0.446
C 6.300 1.005 -0.362
C 5.997 1.599 -1.578
C 4.682 1.760 -1.945
C 3.613 1.332 -1.137
S 2.057 1.645 -1.868
H 5.473 0.158 1.415
H 7.333 0.873 -0.057
H 6.793 1.926 -2.238
H 4.438 2.227 -2.889
*
```

---

ORCA calculation (ωB97M-V with the def2-TZVPD basis set) on a 5-piece molecular cluster, C5H20O5 overall.

## Properties
highest occupied orbital energy	-10.17	eV
M	160.2	g/mol
energy	-15743.4318	eV
relative energy (zero: lowest compared OMol25 entry of this formula, charge and spin)	66.7	kcal per mole
SMILES	CO.CO.CO.CO.CO

```
! wB97M-V def2-TZVPD RIJCOSX def2/J DEFGRID3
* xyz 0 1
C 1.550 -1.415 7.096
O 0.701 -1.676 5.945
H 2.300 -0.651 6.890
H 0.842 -1.148 7.881
H 1.981 -2.381 7.358
H 0.220 -0.910 5.622
C 0.772 -3.837 -5.957
O -0.023 -4.796 -5.255
H 0.842 -2.913 -5.383
H 1.807 -4.173 -5.905
H 0.470 -3.756 -7.001
H -0.908 -4.749 -5.624
C 3.630 2.140 -4.267
O 3.589 1.787 -2.935
H 3.723 3.209 -4.460
H 4.352 1.566 -4.849
H 2.656 2.019 -4.741
H 3.670 2.593 -2.420
C -1.606 -0.078 -0.839
O -0.638 0.495 -0.061
H -1.909 0.566 -1.665
H -1.222 -0.882 -1.467
H -2.463 -0.320 -0.210
H 0.181 0.428 -0.557
C -4.290 3.430 3.913
O -3.472 2.319 4.151
H -3.736 4.312 3.592
H -4.928 3.114 3.088
H -4.905 3.707 4.769
H -3.187 2.000 3.292
*
```

---

ORCA calculation (ωB97M-V with the def2-TZVPD basis set) on C21H28CoF2N11OS as an isolated structure.

## Properties
highest occupied orbital energy (alpha / beta)	-11.16 / -12.82	eV
M	579.5	g/mol
energy	-94546.9497	eV
relative energy (zero: lowest compared OMol25 entry of this formula, charge and spin)	58.4	kcal per mole

```
! wB97M-V def2-TZVPD RIJCOSX def2/J DEFGRID3
* xyz 2 5
Co -16.956 6.413 5.045
F -14.563 5.371 9.691
C -15.222 4.959 8.603
C -15.844 5.968 7.666
C -16.194 5.321 6.351
C -16.568 3.991 6.295
C -16.198 3.140 7.348
F -16.645 1.856 7.468
C -15.416 3.614 8.417
C -17.329 3.619 5.143
C -17.708 2.295 4.827
C -18.681 2.070 3.838
C -19.203 3.187 3.161
C -18.735 4.459 3.497
N -17.798 4.682 4.435
H -15.073 6.759 7.480
H -14.873 2.937 9.059
H -17.239 1.488 5.414
H -18.980 1.082 3.536
H -19.885 3.058 2.307
H -19.037 5.334 2.953
C -12.647 4.961 2.702
C -13.794 5.750 2.062
C -14.757 4.874 1.183
C -13.276 6.993 1.334
C -14.637 6.238 3.180
N -15.229 6.497 4.138
H -12.028 4.432 1.945
H -13.052 4.205 3.404
H -12.011 5.688 3.299
H -14.302 4.683 0.186
H -15.695 5.416 1.020
H -15.017 3.911 1.626
H -12.462 6.753 0.660
H -12.839 7.722 2.076
H -14.043 7.518 0.753
C -16.232 10.273 3.565
S -17.795 9.542 4.115
C -18.930 9.926 2.677
O -17.684 8.017 4.028
H -15.545 9.468 3.295
H -15.886 10.897 4.402
H -16.513 10.997 2.756
H -18.732 10.964 2.439
H -19.927 9.858 3.115
H -18.786 9.164 1.843
N -17.913 6.162 11.325
C -17.339 6.886 10.370
N -16.359 7.759 10.661
N -17.761 6.686 9.139
C -17.126 6.655 7.976
N -17.755 6.964 6.769
H -17.650 6.261 12.276
H -18.771 5.632 11.126
H -16.098 8.079 11.570
H -16.122 8.354 9.896
N -19.676 11.137 7.710
N -19.539 9.828 7.400
N -20.629 9.021 7.053
C -20.069 7.868 6.866
N -18.717 7.944 6.914
N -18.329 9.172 7.319
H -20.526 11.508 7.270
H -18.783 11.683 7.660
H -20.615 6.948 6.622
*
```

---

ORCA calculation (ωB97M-V with the def2-TZVPD basis set) on a 2-piece molecular cluster, H3O2PS overall.

## Properties
highest occupied orbital energy (alpha / beta)	-9.62 / -9.62	eV
M	98.1	g/mol
energy	-24265.2228	eV
relative energy (zero: lowest compared OMol25 entry of this formula, charge and spin)	95.8	kcal per mole

```
! wB97M-V def2-TZVPD RIJCOSX def2/J DEFGRID3
* xyz 0 1
O -1.489 0.985 0.863
O 1.449 -0.134 0.550
P 0.281 -0.341 -0.571
S 1.101 0.243 -2.240
H -2.318 0.870 0.419
H 1.334 -0.093 1.457
H -0.357 -1.530 -0.478
*
```

---

ORCA calculation (ωB97M-V with the def2-TZVPD basis set) on C19H13N3O7STeV as an isolated structure.

## Properties
highest occupied orbital energy (alpha / beta)	-5.15 / -5.47	eV
M	605.9	g/mol
energy	-82539.7050	eV

```
! wB97M-V def2-TZVPD RIJCOSX def2/J DEFGRID3
* xyz -1 3
V 0.921 -0.586 0.323
O -0.344 -6.244 2.121
C -1.464 -5.555 2.269
O -2.455 -6.040 2.763
C -1.457 -4.122 1.853
C -2.554 -3.290 1.985
N -2.207 -2.089 1.502
N -0.949 -2.076 1.062
C -0.473 -3.291 1.274
C 0.955 -3.497 0.888
O 1.480 -4.598 1.006
O 1.526 -2.454 0.422
H 0.392 -5.688 1.724
H -3.531 -3.495 2.386
H -2.749 -1.233 1.488
O 2.939 6.909 -0.634
C 3.844 5.979 -1.038
O 4.791 6.330 -1.684
C 3.591 4.573 -0.622
C 4.631 3.656 -0.766
C 4.457 2.338 -0.399
C 3.239 1.884 0.119
S 3.115 0.182 0.567
C 2.198 2.803 0.259
C 2.374 4.122 -0.109
H 2.286 6.493 -0.061
H 5.569 4.001 -1.176
H 5.266 1.630 -0.520
H 1.243 2.474 0.645
H 1.517 4.782 -0.018
O -2.493 0.765 2.106
C -1.386 0.757 1.662
N -0.281 0.729 1.233
Te 0.548 0.042 -2.198
C -1.544 -0.301 -2.036
C -2.440 0.763 -2.012
C -3.800 0.541 -1.858
C -4.286 -0.750 -1.726
C -3.402 -1.819 -1.757
C -2.043 -1.595 -1.914
H -2.065 1.775 -2.096
H -4.481 1.381 -1.834
H -5.347 -0.922 -1.602
H -3.772 -2.833 -1.659
H -1.359 -2.432 -1.940
*
```

---

ORCA calculation (ωB97M-V with the def2-TZVPD basis set) on C6H6LiO6Rb as an isolated structure.

## Properties
highest occupied orbital energy	-6.32	eV
M	266.5	g/mol
energy	-19460.4598	eV
relative energy (zero: lowest compared OMol25 entry of this formula, charge and spin)	0.0	kcal per mole

```
! wB97M-V def2-TZVPD RIJCOSX def2/J DEFGRID3
* xyz 0 1
O 2.586 2.401 -0.030
C 1.729 1.499 -0.068
O 0.499 1.749 -0.263
O 2.135 0.241 0.147
C 1.173 -0.755 0.442
C 1.495 -2.117 -0.073
H -0.090 -0.123 1.741
H 1.284 -2.971 0.573
H 2.395 -2.186 -0.687
O 0.714 -0.654 1.738
C 0.320 -1.335 -0.675
O 0.381 -0.849 -1.929
Rb 1.684 5.628 -0.329
Li -0.416 0.776 -1.662
C -3.085 0.197 0.560
O -3.347 -0.146 -0.833
H -3.523 -0.490 1.285
H -3.085 1.269 0.765
C -2.122 -0.306 -0.430
H -0.726 -1.828 -0.274
*
```

---

ORCA calculation (ωB97M-V with the def2-TZVPD basis set) on a 3-piece molecular cluster, C2H12N4O overall.

## Properties
highest occupied orbital energy (alpha / beta)	-6.11 / -6.11	eV
M	108.1	g/mol
energy	-10269.0900	eV
relative energy (zero: lowest compared OMol25 entry of this formula, charge and spin)	174.8	kcal per mole

```
! wB97M-V def2-TZVPD RIJCOSX def2/J DEFGRID3
* xyz 0 1
C -2.859 -0.245 0.563
C 0.207 1.174 0.530
N -2.151 -0.034 -0.678
N 0.037 -0.104 -0.114
H -2.192 0.968 -0.882
H 0.024 -0.212 -1.112
H 1.207 1.229 0.977
H 0.111 1.968 -0.208
H -3.932 -0.006 0.474
H -2.804 -1.301 0.851
H -2.501 0.351 1.428
H -0.549 1.316 1.303
N 2.037 -1.005 -0.141
N 2.921 0.021 0.071
O 2.062 -1.276 -1.570
H 1.730 -2.182 -1.624
H -0.258 -0.902 0.414
H 3.124 0.555 -0.773
H 3.785 -0.316 0.491
*
```

---

What is the energy in the fourth record?
-24265.2228 eV

---

What is the energy in the second record?
-15743.4318 eV

---

Number 1 is which compound?
C29H24HgN9O2S2

---

energy of number 5 (C19H13N3O7STeV)?
-82539.7050 eV